2 unconnected molecules or ions with the total composition NO4S at a distorted geometry. Source: the Open Molecules 2025 dataset; level of theory: ωB97M-V/def2-TZVPD.

The calculation puts the total energy at -20501.840 eV. The highest occupied orbital energy comes out at -17.3 eV.

Structure (ORCA input):
```
! wB97M-V def2-TZVPD RIJCOSX def2/J DEFGRID3
* xyz 1 1
N -0.18 -1.05 -0.30
O -0.05 -1.24 0.80
O 1.00 1.61 1.31
O -0.14 -1.17 -1.39
O -0.56 0.99 -0.30
S -0.10 2.07 0.49
*
```

So, what does the natural (NBO) scheme give us? The charges, in e, come out as:
1. N 0.856
2. O 0.019
3. O -0.765
4. O 0.043
5. O -0.920
6. S 1.768